No. 1
{
  "formula": "C36H84N4O8",
  "method": "the ωB97M-V functional and the def2-TZVPD basis",
  "elements": ["C", "C", "C", "C", "C", "C", "N", "O", "C", "C", "C", "H", "H", "H", "H", "H", "H", "H", "H", "H", "H", "H", "H", "H", "H", "H", "H", "H", "H", "H", "C", "C", "C", "C", "C", "C", "N", "O", "C", "C", "C", "H", "H", "H", "H", "H", "H", "H", "H", "H", "H", "H", "H", "H", "H", "H", "H", "H", "H", "H", "C", "C", "C", "C", "C", "C", "N", "O", "C", "C", "C", "H", "H", "H", "H", "H", "H", "H", "H", "H", "H", "H", "H", "H", "H", "H", "H", "H", "H", "H", "C", "C", "C", "C", "C", "C", "N", "O", "C", "C", "C", "H", "H", "H", "H", "H", "H", "H", "H", "H", "H", "H", "H", "H", "H", "H", "H", "H", "H", "H", "O", "H", "H", "O", "H", "H", "O", "H", "H", "O", "H", "H"],
  "xyz": [[2.796, -2.327, -3.199], [3.224, -0.987, -3.775], [2.708, -0.845, -5.210], [2.484, 0.591, -5.695], [1.810, 1.526, -4.668], [1.530, 0.889, -3.304], [2.731, 0.143, -2.988], [2.951, -0.013, -1.583], [1.336, 2.007, -2.299], [0.223, 0.067, -3.343], [4.764, -0.886, -3.764], [2.922, -3.137, -3.913], [1.762, -2.299, -2.844], [3.330, -2.536, -2.266], [3.400, -1.335, -5.896], [1.762, -1.386, -5.290], [1.894, 0.511, -6.608], [3.461, 0.986, -5.985], [0.892, 1.885, -5.143], [2.421, 2.419, -4.520], [1.064, 1.638, -1.313], [2.243, 2.614, -2.177], [0.617, 2.729, -2.691], [-0.076, -0.277, -2.354], [-0.546, 0.651, -3.849], [0.347, -0.825, -3.961], [5.133, -0.497, -2.818], [5.170, -0.339, -4.615], [5.195, -1.893, -3.857], [3.626, 0.653, -1.431], [1.336, 0.517, 2.615], [1.432, 2.040, 2.754], [1.297, 2.366, 4.228], [1.525, 3.838, 4.536], [2.928, 4.217, 4.054], [3.274, 3.812, 2.622], [2.787, 2.432, 2.365], [3.013, 2.095, 0.998], [2.707, 4.833, 1.629], [4.795, 3.781, 2.491], [0.291, 2.639, 1.926], [0.299, 0.191, 2.666], [1.936, 0.040, 3.394], [1.718, 0.153, 1.664], [0.340, 1.998, 4.612], [2.062, 1.819, 4.790], [1.476, 4.000, 5.613], [0.786, 4.494, 4.073], [3.711, 3.897, 4.743], [2.976, 5.314, 4.091], [2.791, 4.506, 0.598], [1.662, 5.016, 1.886], [3.155, 5.819, 1.775], [5.134, 3.396, 1.526], [5.176, 4.805, 2.534], [5.271, 3.188, 3.273], [-0.657, 2.225, 2.281], [0.367, 2.412, 0.863], [0.192, 3.717, 2.041], [3.835, 1.597, 1.039], [-3.576, 1.231, -2.323], [-3.112, 2.639, -1.890], [-2.221, 3.263, -2.951], [-2.995, 3.720, -4.172], [-3.992, 4.812, -3.762], [-4.931, 4.388, -2.610], [-4.244, 3.519, -1.675], [-5.091, 3.102, -0.629], [-5.376, 5.649, -1.893], [-6.150, 3.691, -3.222], [-2.307, 2.513, -0.589], [-4.125, 0.632, -1.605], [-2.729, 0.619, -2.661], [-4.159, 1.360, -3.242], [-1.726, 4.134, -2.510], [-1.449, 2.540, -3.227], [-3.458, 2.940, -4.771], [-2.268, 4.229, -4.820], [-4.608, 4.991, -4.648], [-3.503, 5.759, -3.530], [-4.540, 6.225, -1.491], [-5.928, 6.312, -2.567], [-6.052, 5.421, -1.065], [-5.825, 2.877, -3.877], [-6.762, 3.241, -2.439], [-6.758, 4.343, -3.851], [-2.780, 1.889, 0.167], [-2.214, 3.514, -0.138], [-1.292, 2.190, -0.825], [-4.678, 3.439, 0.173], [1.071, -7.696, 3.176], [-0.143, -6.853, 3.621], [0.149, -6.402, 5.047], [-0.787, -5.286, 5.491], [-0.601, -4.116, 4.544], [-0.937, -4.473, 3.097], [-0.168, -5.679, 2.741], [-0.394, -6.067, 1.404], [-2.451, -4.660, 2.925], [-0.459, -3.343, 2.215], [-1.372, -7.774, 3.578], [1.291, -8.468, 3.917], [1.931, -7.042, 3.047], [0.875, -8.224, 2.241], [-0.053, -7.233, 5.738], [1.204, -6.181, 5.219], [-0.578, -4.952, 6.511], [-1.815, -5.656, 5.514], [0.467, -3.879, 4.578], [-1.185, -3.230, 4.797], [-2.866, -5.437, 3.560], [-2.961, -3.701, 3.050], [-2.690, -4.878, 1.876], [-0.431, -3.612, 1.159], [-1.081, -2.446, 2.296], [0.534, -3.019, 2.537], [-2.231, -7.459, 4.165], [-1.029, -8.768, 3.868], [-1.700, -7.931, 2.545], [-1.323, -6.340, 1.349], [1.749, -2.096, -0.026], [2.199, -1.298, -0.347], [2.414, -2.568, 0.484], [-2.878, -1.858, -0.802], [-2.092, -1.420, -0.449], [-2.729, -2.801, -0.694], [0.244, -4.033, -1.366], [0.721, -3.328, -0.904], [0.765, -4.827, -1.220], [-0.554, -0.419, 0.099], [0.141, -1.052, -0.122], [-0.191, 0.440, -0.138]],
  "homo_ev": -7.640,
  "e_tot_ev": -61030.9304,
  "e_above_lowest_kcal_mol": 0.0
}

---

No. 2
{
  "formula": "C36H85F8N10O12S2Ti",
  "method": "the ωB97M-V functional and the def2-TZVPD basis",
  "elements": ["Ti", "C", "C", "N", "C", "C", "C", "C", "C", "O", "C", "H", "H", "H", "H", "H", "H", "H", "H", "H", "H", "H", "H", "H", "H", "H", "H", "H", "H", "H", "H", "C", "C", "N", "C", "C", "C", "C", "C", "O", "C", "H", "H", "H", "H", "H", "H", "H", "H", "H", "H", "H", "H", "H", "H", "H", "H", "H", "H", "H", "H", "F", "F", "C", "F", "F", "F", "S", "O", "O", "N", "S", "O", "O", "C", "F", "F", "F", "C", "C", "N", "C", "C", "C", "C", "H", "H", "H", "H", "H", "H", "H", "H", "H", "H", "H", "H", "H", "H", "H", "O", "C", "N", "C", "H", "H", "H", "H", "H", "O", "C", "N", "C", "H", "H", "H", "H", "H", "O", "C", "N", "C", "H", "H", "H", "H", "H", "O", "C", "N", "C", "H", "H", "H", "H", "H", "O", "C", "N", "C", "H", "H", "H", "H", "H", "O", "C", "N", "C", "H", "H", "H", "H", "H"],
  "xyz": [[0.138, 0.001, 2.710], [-0.997, 4.019, -0.748], [-2.388, 4.142, -1.408], [-3.601, 3.879, -0.384], [-3.563, 2.415, 0.352], [-3.586, 4.949, 0.708], [-3.505, 6.391, 0.332], [-4.962, 4.243, -1.141], [-5.503, 3.160, -2.216], [-4.565, 2.754, -3.130], [-5.127, 1.755, -4.037], [-0.201, 4.393, -1.392], [-0.608, 3.000, -0.751], [-0.972, 4.566, 0.194], [-2.508, 3.428, -2.223], [-2.460, 5.146, -1.827], [-2.738, 2.428, 1.064], [-3.374, 1.643, -0.393], [-4.433, 2.170, 0.962], [-2.771, 4.710, 1.392], [-4.375, 4.696, 1.417], [-4.298, 6.915, -0.202], [-2.651, 6.584, -0.317], [-3.132, 7.015, 1.144], [-4.811, 5.241, -1.553], [-5.699, 4.439, -0.362], [-6.391, 3.703, -2.542], [-5.901, 2.368, -1.582], [-6.040, 1.961, -4.596], [-5.153, 0.686, -3.824], [-4.488, 1.736, -4.921], [-2.968, -3.343, 3.742], [-1.714, -4.132, 4.277], [-1.015, -3.465, 5.473], [-0.463, -2.152, 5.060], [-1.893, -3.159, 6.771], [-1.264, -2.485, 8.056], [0.178, -4.322, 5.842], [-0.132, -5.590, 6.735], [-0.547, -6.626, 5.960], [-0.969, -7.824, 6.730], [-3.873, -3.365, 4.349], [-3.357, -3.747, 2.807], [-2.800, -2.298, 3.480], [-0.901, -4.103, 3.552], [-2.055, -5.116, 4.602], [0.180, -2.220, 4.182], [0.011, -1.682, 5.922], [-1.266, -1.516, 4.687], [-2.203, -4.152, 7.096], [-2.742, -2.605, 6.371], [-0.319, -2.834, 8.473], [-2.117, -2.578, 8.728], [-1.079, -1.414, 7.967], [0.820, -3.703, 6.469], [0.721, -4.631, 4.949], [-0.719, -5.417, 7.636], [0.806, -5.975, 7.135], [-1.714, -7.444, 7.429], [-0.137, -8.272, 7.272], [-1.550, -8.627, 6.274], [-2.141, 0.115, 3.012], [1.640, 0.283, 4.583], [-0.208, -2.179, 0.293], [0.768, -3.030, 0.434], [-1.093, -2.815, -0.591], [-0.758, -1.913, 1.463], [0.332, -0.498, -0.698], [1.146, -0.992, -1.787], [-0.937, 0.100, -1.052], [1.216, 0.181, 0.580], [2.443, 0.854, -0.088], [3.718, 0.184, -0.064], [2.237, 1.545, -1.356], [2.692, 2.296, 1.263], [1.802, 3.288, 1.094], [2.652, 1.807, 2.546], [3.967, 2.790, 0.930], [-2.016, -0.234, -6.924], [-1.990, -1.069, -5.623], [-0.632, -1.517, -5.249], [0.319, -1.771, -6.304], [1.818, -2.069, -5.944], [-0.709, -2.328, -4.044], [-1.475, -3.706, -4.147], [-1.300, 0.572, -7.088], [-2.865, 0.439, -6.802], [-1.877, -0.630, -7.929], [-2.413, -0.517, -4.784], [-2.682, -1.872, -5.877], [0.081, -2.413, -7.152], [0.707, -0.794, -6.592], [2.444, -1.851, -6.809], [2.189, -1.565, -5.052], [1.930, -3.153, -5.921], [-0.966, -1.712, -3.182], [0.351, -2.565, -3.961], [-0.655, -4.422, -4.078], [-2.044, -3.772, -5.074], [-2.221, -3.677, -3.353], [2.297, 6.961, -2.163], [2.646, 6.019, -1.451], [2.505, 6.172, -0.139], [3.229, 4.751, -2.006], [1.896, 6.942, 0.099], [2.581, 5.245, 0.256], [2.713, 4.396, -2.898], [3.698, 3.978, -1.397], [4.141, 5.123, -2.474], [6.307, 3.219, -2.370], [6.134, 2.156, -1.912], [4.966, 1.572, -2.274], [7.106, 1.562, -0.883], [4.279, 2.131, -2.760], [4.611, 0.933, -1.577], [8.122, 1.709, -1.251], [6.984, 0.495, -0.696], [7.016, 2.020, 0.102], [7.274, -0.161, 4.365], [6.167, 0.127, 3.756], [5.276, 0.827, 4.399], [5.857, -0.237, 2.284], [5.385, 0.912, 5.400], [4.383, 1.062, 3.991], [5.975, -1.299, 2.070], [6.564, 0.398, 1.751], [4.935, 0.205, 1.907], [2.539, -3.521, 3.724], [2.766, -2.925, 2.704], [2.265, -1.732, 2.524], [3.694, -3.478, 1.653], [1.985, -1.243, 3.362], [1.959, -1.367, 1.633], [3.760, -4.545, 1.867], [4.720, -3.192, 1.885], [3.598, -3.270, 0.588], [3.451, 2.686, -4.798], [2.431, 2.127, -5.349], [1.590, 1.589, -4.563], [2.221, 2.016, -6.825], [1.879, 1.813, -3.621], [0.695, 1.207, -4.835], [2.902, 1.304, -7.290], [2.406, 2.968, -7.323], [1.320, 1.517, -7.183], [-5.960, -0.385, -1.342], [-4.892, -0.912, -0.964], [-4.503, -1.194, 0.286], [-3.878, -1.324, -2.060], [-3.522, -1.315, 0.493], [-5.223, -0.996, 0.967], [-4.487, -1.299, -2.963], [-3.392, -2.258, -1.778], [-3.097, -0.619, -2.346]],
  "homo_ev": [-4.668, -8.124],
  "e_tot_ev": -144697.5567,
  "multiplicity": 4
}